Record 1
The ion HNO6P with charge -1 at a distorted geometry. Source: the Open Molecules 2025 dataset; level of theory: wB97M-V/def2-TZVPD.

Geometry as XYZ:
```
9
HNO6P (wB97M-V/def2-TZVPD)
N 0.62849 -1.02875 0.46074
O 0.54373 1.91876 0.72300
O 0.03531 -1.56782 1.35529
O 1.66726 -1.42509 -0.03754
O -1.63936 0.11444 0.71224
O -0.22756 1.18555 -1.61950
O 1.04105 0.38635 -1.45750
P 0.14538 0.75423 -0.06597
H -2.19430 -0.33766 -0.07077
```

Structure (SMILES)   O=[N+]([O-])P1([O-])(O)OO1
HOMO   -5.6 eV
Energy above the lowest of the compared OMol25 structures with the same formula, charge and spin   56.8 kcal per mole
Total charge   -1

Record 2
A structure of composition C3H2O4Y at a distorted geometry. Source: the Open Molecules 2025 dataset; level of theory: wB97M-V/def2-TZVPD.

Geometry as XYZ:
```
10
C3H2O4Y (wB97M-V/def2-TZVPD)
H -1.17658 -1.38272 0.86349
C -1.56711 -0.40995 -0.02264
C -0.30674 -1.05289 -0.29609
O 0.60899 -0.09804 -0.52026
C 1.89262 0.16519 0.14303
O 2.61015 -0.74218 0.46068
O 1.94953 1.42250 0.22077
Y -0.00746 2.07019 -0.36381
O -1.62630 0.93589 0.10539
H -2.37710 -0.90799 -0.59056
```

HOMO   -13.0 eV
Energy above the lowest of the compared OMol25 structures with the same formula, charge and spin   88.7 kcal per mole
Total charge   +1

Record 3
A structure of composition C11H14GaN2OP at a distorted geometry. Source: the Open Molecules 2025 dataset; level of theory: wB97M-V/def2-TZVPD.

Geometry as XYZ:
```
30
C11H14GaN2OP (wB97M-V/def2-TZVPD)
C 3.17617 -0.66100 -1.44359
C 2.57344 -1.74600 -2.10434
C 1.58482 -1.25446 -3.00678
C 1.54326 0.12964 -2.89447
C 2.47957 0.56299 -1.86073
Ga 1.62919 0.88760 0.29959
P 2.67440 0.74455 2.29647
H 4.01937 -0.67548 -0.75352
H 2.83622 -2.79475 -1.96766
H 1.01872 -1.86817 -3.68623
H 2.88541 1.57323 -1.79425
H 0.96917 0.82289 -3.50931
H 3.26515 2.04667 2.35172
H 3.71822 -0.19011 2.62767
H 1.70770 0.72585 3.37106
N -4.69129 1.35598 0.67227
C -3.45489 1.48826 0.10722
O -3.18364 2.40756 -0.66026
C -2.44387 0.44136 0.49768
C -2.70988 -0.64657 1.35035
C -1.67692 -1.51852 1.69106
C -0.37931 -1.27116 1.23514
N -0.10716 -0.14181 0.53339
C -1.13642 0.63501 0.05057
H -5.38877 2.02607 0.42011
H -4.94488 0.62402 1.32136
H -3.71084 -0.81133 1.74616
H -1.85889 -2.38108 2.33227
H 0.46132 -1.93723 1.42905
H -0.85536 1.42599 -0.65201
```

HOMO (spin up / spin down)   -5.3 / -5.3 eV
Energy above the lowest of the compared OMol25 structures with the same formula, charge and spin   0.0 kcal per mole